1.
71
Properties=species:S:1:pos:R:3 method="wB97M-V/def2-TZVPD" spin_multiplicity=2 homo_ev="-20.8211 / -20.8241" total_charge=+4 homo_lumo_gap_ev="6.38 / 7.07" relative_energy_kcal_mol=4.7
V -0.318 0.638 -1.949
P 0.630 -1.329 -0.475
P 1.920 0.231 -3.046
P -4.596 -0.805 2.208
H -3.386 2.417 -2.151
C -2.856 1.939 -1.307
C -1.380 2.178 -1.346
H -0.998 2.629 -2.300
C 0.551 -3.061 -1.083
C 2.324 -1.350 0.247
C -0.311 -1.490 1.089
C 1.983 1.430 -4.417
C 3.598 0.449 -2.306
C 2.206 -1.372 -3.888
C -6.365 -0.695 2.525
C -3.686 -0.041 3.567
C -4.101 -2.533 2.099
H -3.333 2.320 -0.393
H -1.131 2.798 -0.484
H 1.261 -3.677 -0.514
H 0.796 -3.124 -2.148
H -0.464 -3.445 -0.938
H 2.362 -2.151 0.999
H 2.557 -0.402 0.745
H 3.087 -1.557 -0.511
H -0.017 -2.422 1.590
H -1.390 -1.497 0.897
H -0.082 -0.653 1.760
H 3.029 1.669 -4.655
H 1.461 2.353 -4.136
H 1.486 0.999 -5.294
H 4.299 -0.278 -2.744
H 3.585 0.303 -1.222
H 3.966 1.462 -2.510
H 3.059 -1.264 -4.572
H 1.336 -1.696 -4.467
H 2.430 -2.145 -3.144
H -6.725 -1.625 2.991
H -6.885 -0.540 1.569
H -6.565 0.160 3.185
H -3.545 -0.769 4.382
H -4.275 0.811 3.935
H -2.701 0.316 3.234
H -4.892 -3.163 2.534
H -3.157 -2.690 2.644
H -3.958 -2.801 1.042
C -2.264 -0.260 -2.425
C -1.850 -1.616 -2.480
C -1.290 -2.120 -3.665
C -0.942 -1.268 -4.706
C -1.096 0.110 -4.567
C -1.882 0.613 -3.505
S -3.457 0.215 -1.142
H -4.315 -0.177 0.945
H -2.215 -2.275 -1.682
H -1.180 -3.197 -3.813
H -0.541 -1.669 -5.642
H -0.773 0.797 -5.355
H -2.372 1.570 -3.644
N -0.336 1.735 4.434
C 0.243 1.912 3.429
C 0.935 2.100 2.177
C 2.142 2.798 2.098
C 2.687 3.010 0.841
C 2.031 2.495 -0.283
N 0.980 1.676 -0.180
C 0.360 1.592 1.008
H 2.603 3.197 3.005
H 3.616 3.563 0.704
H 2.341 2.801 -1.283
H -0.658 1.197 1.028

2.
74
Properties=species:S:1:pos:R:3 method="wB97M-V/def2-TZVPD" homo_ev=-8.6331 homo_lumo_gap_ev=8.18 smiles="CC(=O)N(C)c1cccc2nccnc12.COCCNCCOC.COCCNCCOC"
C -4.469 -2.287 -1.712
C -3.597 -3.500 -1.856
O -3.839 -4.516 -1.262
N -2.496 -3.363 -2.735
C -1.822 -4.639 -2.991
C -1.625 -2.321 -2.225
C -0.880 -2.504 -1.092
C -0.063 -1.476 -0.583
C -0.019 -0.272 -1.226
C -0.753 -0.045 -2.409
N -0.647 1.177 -3.017
C -1.339 1.281 -4.116
C -2.158 0.259 -4.632
N -2.294 -0.902 -4.055
C -1.563 -1.076 -2.916
H -5.491 -2.547 -1.961
H -4.161 -1.496 -2.385
H -4.397 -1.904 -0.698
H -1.345 -4.593 -3.965
H -1.102 -4.926 -2.230
H -2.575 -5.416 -3.041
H -0.910 -3.438 -0.551
H 0.525 -1.613 0.309
H 0.581 0.534 -0.833
H -1.288 2.218 -4.655
H -2.713 0.435 -5.542
C -1.622 -4.318 5.096
O -2.594 -3.363 5.474
C -2.167 -2.433 6.461
C -1.966 -1.049 5.879
N -0.811 -0.999 4.990
C -0.703 0.215 4.184
C -1.836 0.566 3.221
O -1.951 -0.296 2.105
C -2.646 -1.509 2.336
H -2.131 -5.093 4.525
H -0.839 -3.884 4.464
H -1.157 -4.780 5.972
H -1.265 -2.784 6.970
H -2.967 -2.375 7.204
H -1.810 -0.341 6.699
H -2.898 -0.773 5.369
H -0.837 -1.795 4.369
H 0.210 0.122 3.591
H -0.553 1.062 4.861
H -1.603 1.549 2.804
H -2.802 0.668 3.729
H -3.459 -1.383 3.055
H -1.971 -2.300 2.674
H -3.072 -1.831 1.385
C 4.634 1.581 -3.852
O 3.623 2.567 -3.876
C 2.495 2.285 -3.051
C 2.455 3.177 -1.828
N 3.518 2.853 -0.885
C 3.713 3.827 0.188
C 4.065 5.267 -0.175
O 5.360 5.445 -0.714
C 5.490 5.170 -2.096
H 5.315 1.791 -4.676
H 5.210 1.599 -2.920
H 4.216 0.580 -3.993
H 2.460 1.228 -2.771
H 1.608 2.496 -3.649
H 1.489 3.044 -1.332
H 2.512 4.215 -2.181
H 4.389 2.752 -1.388
H 4.517 3.445 0.821
H 2.807 3.839 0.804
H 4.059 5.838 0.758
H 3.312 5.731 -0.824
H 4.590 5.442 -2.652
H 5.731 4.119 -2.275
H 6.322 5.765 -2.472

3.
76
Properties=species:S:1:pos:R:3 method="wB97M-V/def2-TZVPD" spin_multiplicity=2 homo_ev="-19.6142 / -19.5425" total_charge=+4 homo_lumo_gap_ev="6.63 / 6.16" relative_energy_kcal_mol=0.0
Re 0.248 -0.602 0.140
C 2.411 -1.825 2.185
C 0.919 -1.522 2.093
N 0.563 -0.592 3.166
C 0.664 -1.298 4.453
C 0.290 -2.755 4.083
N 0.135 -2.748 2.580
C 0.434 -4.027 1.889
C -0.318 -4.096 0.570
N 0.100 -3.080 -0.419
C -0.839 -2.957 -1.553
C -2.114 -2.241 -1.131
N -1.776 -1.122 -0.265
C -2.693 -0.333 0.219
C -4.128 -0.409 -0.139
C -2.212 0.486 1.331
C -2.923 1.291 2.181
C -2.313 1.677 3.394
C -1.133 1.097 3.798
C -0.476 0.232 2.902
N -0.919 0.146 1.634
H 2.949 -0.882 2.254
H 2.778 -2.360 1.312
H 2.667 -2.407 3.072
H -0.019 -0.882 5.190
H 1.673 -1.226 4.850
H -0.647 -3.065 4.541
H 1.060 -3.465 4.376
H -0.846 -2.545 2.382
H 0.098 -4.852 2.517
H 1.510 -4.122 1.757
H -1.385 -3.966 0.763
H -0.188 -5.104 0.165
H 1.019 -3.331 -0.779
H -1.110 -3.928 -1.977
H -0.331 -2.386 -2.332
H -2.786 -2.913 -0.591
H -2.651 -1.929 -2.030
H -4.280 -0.656 -1.189
H -4.653 0.514 0.095
H -4.607 -1.209 0.438
H -3.933 1.606 1.959
H -2.816 2.377 4.050
H -0.721 1.293 4.779
S 2.626 -0.377 -0.436
C 3.171 0.228 -1.952
N 4.417 0.596 -2.082
C 4.854 1.069 -3.396
C 3.794 0.619 -4.401
S 2.280 0.293 -3.423
H 5.063 0.610 -1.300
H 5.829 0.649 -3.638
H 4.958 2.156 -3.371
H 4.053 -0.313 -4.899
H 3.574 1.371 -5.153
C 0.597 4.495 -1.243
N 0.276 3.155 -0.745
C 0.802 2.816 0.567
C -0.393 2.262 -1.489
N -0.269 0.930 -1.319
N -1.203 2.726 -2.466
C -2.027 3.925 -2.316
C -1.531 1.901 -3.621
H 1.641 4.709 -1.016
H 0.000 5.272 -0.764
H 0.462 4.555 -2.317
H 1.521 3.571 0.873
H 1.306 1.849 0.563
H 0.007 2.794 1.319
H -0.847 0.461 -2.005
H -1.973 4.330 -1.311
H -3.065 3.659 -2.524
H -1.751 4.700 -3.034
H -2.401 1.258 -3.437
H -0.678 1.295 -3.926
H -1.796 2.554 -4.451

4.
78
Properties=species:S:1:pos:R:3 method="wB97M-V/def2-TZVPD" spin_multiplicity=5 homo_ev="-10.5485 / -12.1386" total_charge=+1 homo_lumo_gap_ev="7.93 / 7.08" relative_energy_kcal_mol=5.0
Rh -0.116 0.209 -0.750
Br 3.382 4.483 2.284
C 3.953 2.861 1.522
C 5.290 2.582 1.328
C 5.625 1.332 0.817
C 4.641 0.391 0.530
C 3.306 0.709 0.729
C 2.958 1.964 1.206
C 1.549 2.389 1.402
O 1.357 3.499 2.082
O 0.580 1.812 0.931
H 6.052 3.309 1.580
H 6.670 1.092 0.660
H 4.898 -0.589 0.149
H 2.543 -0.020 0.519
O -1.170 -0.405 1.258
S -0.564 -0.436 2.673
C -2.024 -0.444 3.763
C -2.176 -1.848 4.361
C -1.540 -2.811 3.365
C -0.199 -2.174 3.023
H -2.836 -0.180 3.085
H -1.906 0.344 4.506
H -3.223 -2.079 4.554
H -1.645 -1.904 5.314
H -2.145 -2.889 2.457
H -1.420 -3.815 3.776
H 0.289 -2.567 2.135
H 0.496 -2.191 3.871
F 0.793 -1.893 -0.109
B 1.469 -2.276 -1.360
F 0.765 -3.276 -1.992
F 2.794 -2.568 -1.091
F 1.389 -1.027 -2.111
C 2.561 1.877 -2.509
P 0.772 2.034 -2.201
C 0.607 3.734 -1.568
C 0.154 2.120 -3.909
H 2.867 2.607 -3.259
H 2.768 0.870 -2.872
H 3.130 2.040 -1.592
H 0.662 4.447 -2.394
H 1.424 3.937 -0.873
H -0.331 3.870 -1.032
H 0.593 2.989 -4.404
H -0.933 2.189 -3.950
H 0.470 1.218 -4.438
C -3.146 2.344 -2.134
C -3.551 1.125 -1.302
C -3.564 1.519 0.182
P -2.438 -0.335 -1.530
C -2.597 -1.020 -3.251
C -1.215 -1.393 -3.792
C -3.392 -0.187 -4.259
C -3.257 -1.647 -0.528
C -4.736 -1.826 -0.876
C -2.468 -2.956 -0.649
H -3.807 3.179 -1.893
H -3.206 2.176 -3.205
H -2.127 2.655 -1.884
H -4.551 0.802 -1.593
H -2.564 1.796 0.524
H -3.922 0.714 0.828
H -4.222 2.382 0.321
H -3.146 -1.947 -3.093
H -0.535 -0.541 -3.768
H -1.301 -1.726 -4.832
H -0.751 -2.197 -3.218
H -2.822 0.679 -4.606
H -4.354 0.156 -3.869
H -3.596 -0.805 -5.138
H -3.173 -1.305 0.501
H -4.900 -1.987 -1.946
H -5.340 -0.971 -0.564
H -5.124 -2.707 -0.357
H -2.572 -3.408 -1.641
H -2.849 -3.681 0.076
H -1.402 -2.812 -0.457

5.
99
Properties=species:S:1:pos:R:3 method="wB97M-V/def2-TZVPD" homo_ev=-11.2514 total_charge=+1 homo_lumo_gap_ev=7.82 relative_energy_kcal_mol=122.4
C -3.165 -5.141 -2.904
C -2.928 -5.505 -1.321
C -1.774 -4.553 -0.592
O -0.999 -3.855 -1.635
C -0.019 -2.905 -1.012
C -0.671 -1.452 -0.649
C -0.147 -0.751 0.731
C 1.515 -0.786 0.917
C 2.257 0.594 0.441
O 2.564 1.476 1.613
C 3.871 2.160 1.382
C 3.977 3.136 0.029
O 4.920 2.046 2.226
N -0.532 0.707 0.911
C -0.695 0.890 2.392
C -1.810 1.063 0.122
O -2.889 0.333 0.832
C -4.220 0.653 0.327
C -5.171 1.086 1.619
C -5.932 -0.228 2.312
P -2.005 2.997 0.263
N -2.807 3.667 -0.963
O -0.356 3.595 0.453
O -2.917 3.460 1.717
C -1.662 0.592 -1.473
N -0.559 -0.398 -1.730
P -0.696 -1.054 -3.407
O 0.932 -1.490 -3.927
Cl -1.279 0.507 -4.780
H -4.069 -5.729 -3.397
H -2.228 -5.330 -3.593
H -3.461 -3.992 -2.986
H -2.621 -6.656 -1.273
H -3.946 -5.412 -0.711
H -1.070 -5.244 0.039
H -2.359 -3.781 0.067
H 0.327 -3.430 0.001
H 0.948 -2.816 -1.673
H -1.841 -1.647 -0.505
H -0.544 -1.446 1.618
H 1.668 -0.848 2.100
H 2.010 -1.752 0.486
H 1.708 1.202 -0.392
H 3.327 0.269 0.025
H 4.108 2.391 -0.878
H 4.878 3.897 0.125
H 2.942 3.700 -0.024
H -1.087 1.929 2.752
H 0.373 0.767 2.914
H -1.375 0.077 2.929
H -4.692 -0.372 -0.065
H -4.273 1.394 -0.571
H -4.518 1.550 2.498
H -5.994 1.865 1.323
H -6.833 0.115 3.007
H -5.128 -0.699 3.057
H -6.253 -1.040 1.532
H -3.116 2.912 -1.608
H 0.202 3.367 -0.346
H -2.922 4.467 1.737
H -1.430 1.579 -2.101
H -2.648 0.151 -1.919
H 0.385 0.042 -1.677
H 1.588 -1.155 -3.227
C 5.602 2.553 -4.222
Br 4.188 1.494 -3.409
Br 4.891 4.035 -5.262
Br 6.906 3.152 -2.908
H 6.131 1.897 -4.921
C 8.503 3.155 3.304
Br 8.162 3.088 1.390
Br 10.306 3.770 3.697
Br 7.159 4.203 4.243
H 8.427 2.128 3.679
C 13.089 1.730 6.020
Br 14.097 0.565 4.832
Br 11.871 0.726 7.157
Br 14.255 2.891 7.057
H 12.474 2.378 5.386
C -7.703 -1.449 -2.145
Br -6.740 -3.092 -1.747
Br -8.834 -0.896 -0.663
Br -6.503 -0.026 -2.710
H -8.365 -1.663 -2.991
C -5.486 6.070 -1.091
Br -4.869 6.596 0.677
Br -7.153 5.070 -1.008
Br -5.614 7.591 -2.296
H -4.730 5.395 -1.506
C 6.843 -1.639 -1.583
Br 6.502 -1.706 -3.497
Br 8.646 -1.024 -1.190
Br 5.500 -0.591 -0.645
H 6.767 -2.665 -1.209
C -6.662 -7.013 0.995
Br -5.285 -8.237 0.372
Br -6.023 -5.177 1.060
Br -8.298 -7.173 -0.045
H -6.907 -7.303 2.022

Number 1: E -3375.15248 a.u., strongest force on any atom 0.06391 Eh/bohr. Number 2: E -1550.86065 a.u., strongest force on any atom 0.02069 Eh/bohr. Number 3: E -2267.05702 a.u., strongest force on any atom 0.03489 Eh/bohr. Number 4: E -5317.04935 a.u., strongest force on any atom 0.01879 Eh/bohr. Number 5: E -56789.07563 a.u., strongest force on any atom 0.18313 Eh/bohr.